Entry 1:
The following is a DFT calculation (wB97M-V/def2-TZVPD) of a molecular structure, CdN4O12 in a non-equilibrium geometry.

Results
**Calculated total energy**: -1288.9254 Ha
**Highest occupied orbital energy**: -0.849 eV
**HOMO-LUMO gap**: 2.261 eV
**Molar mass**: 360.4 g mol⁻¹
**Net charge**: -2
**Energy relative to the best compared isomer or geometry (same formula, charge and spin)**: 10.463 eV

Each line ends with the natural charge from an NBO analysis.
Atoms and positions in Å:
Cd: 17.900 20.039 -17.687  1.082
N: 16.783 20.145 -20.707  0.711
O: 16.011 21.115 -21.185  -0.589
O: 16.922 20.046 -19.500  -0.701
O: 17.133 19.204 -21.451  -0.366
N: 19.235 15.120 -20.890  0.709
O: 20.307 15.003 -21.388  -0.473
O: 18.560 16.141 -21.014  -0.415
O: 18.658 14.116 -21.040  -0.413
N: 15.986 15.843 -20.016  0.713
O: 16.399 15.937 -18.856  -0.475
O: 15.664 14.751 -20.505  -0.476
O: 15.754 16.748 -20.860  -0.435
N: 19.359 17.827 -18.769  0.730
O: 19.784 18.845 -19.428  -0.584
O: 18.294 17.991 -18.296  -0.561
O: 19.965 16.767 -18.505  -0.458

Forces on the atoms, in the same order (eV/Å):
Cd 0.683 -0.534 -0.418
N -3.292 -0.415 -5.955
O 2.390 -1.706 1.360
O -0.059 0.579 2.348
O 0.107 2.369 1.389
N -2.125 2.280 -6.042
O 8.122 2.255 0.311
O 0.010 2.966 2.531
O -5.754 -7.590 3.075
N -1.157 -0.547 -1.651
O -0.278 0.771 -0.826
O 0.128 -1.929 0.775
O 0.700 1.483 1.856
N 5.318 0.136 -1.858
O 1.309 -1.329 0.451
O -6.306 -0.280 3.790
O 0.205 1.489 -1.137

=====

Entry 2:
The following is a DFT calculation (wB97M-V/def2-TZVPD) of a molecular structure, Cl2F10Mg7 in a non-equilibrium geometry.

Results
**Calculated total energy**: -3319.9657 Ha
**Highest occupied orbital energy**: -12.223 eV
**HOMO-LUMO gap**: 3.059 eV
**Molar mass**: 431.0 g mol⁻¹
**Net charge**: +2

Each line ends with the natural charge from an NBO analysis.
Atoms and positions in Å:
Mg: -0.139 2.125 -0.308  1.804
Mg: 0.970 1.033 3.268  1.912
Mg: 0.027 -2.327 1.841  1.912
Mg: 4.734 1.121 -2.244  1.839
Mg: -2.740 -2.573 -2.049  1.927
Mg: -3.511 -0.975 1.171  1.873
Mg: 0.854 -1.283 -1.458  1.862
F: -0.950 -2.076 -2.031  -0.946
F: 0.114 0.421 -0.962  -0.941
F: 4.561 1.991 -0.538  -0.903
F: 0.923 -0.777 2.786  -0.951
F: -3.989 -1.804 -0.578  -0.939
F: -3.652 0.922 1.190  -0.915
F: 0.066 1.980 1.790  -0.930
F: -1.629 3.102 -0.869  -0.936
F: -1.641 -1.488 1.419  -0.948
F: 1.090 -2.179 0.210  -0.940
Cl: 3.120 -0.635 -2.139  -0.884
Cl: 1.793 3.423 -0.501  -0.896

Forces on the atoms, in the same order (eV/Å):
Mg -0.600 2.717 0.223
Mg -1.083 1.095 -2.777
Mg 0.910 2.378 -0.932
Mg -1.337 1.169 2.961
Mg -0.523 1.759 1.373
Mg 0.055 2.903 -1.020
Mg -0.184 1.557 0.372
F -0.311 -0.560 -0.006
F 0.297 -1.994 -0.402
F 0.942 -1.343 -2.374
F -0.446 -0.705 0.358
F 1.654 -1.130 -0.741
F 0.099 -2.606 0.332
F 0.878 -1.423 1.679
F 0.714 -1.098 0.288
F -0.070 -1.212 0.366
F -0.893 -0.658 0.713
Cl 0.000 -0.241 -0.368
Cl -0.103 -0.610 -0.045

=====

Entry 3:
The following is a DFT calculation (wB97M-V/def2-TZVPD) of Cl2H2NOP in the gas phase in a non-equilibrium geometry.

Results
**Calculated total energy**: -1392.9959 Ha
**Highest occupied orbital energy**: -10.180 eV
**HOMO-LUMO gap**: 10.197 eV
**SMILES**: N=P(O)(Cl)Cl
**Molar mass**: 133.9 g mol⁻¹
**Net charge**: 0
**Energy relative to the best compared isomer or geometry (same formula, charge and spin)**: 0.264 eV

Each line ends with the natural charge from an NBO analysis.
Atoms and positions in Å:
N: -0.209 0.013 0.746  -1.235
P: 1.176 0.026 0.020  1.821
O: 0.921 -0.017 -1.570  -0.997
Cl: 2.479 1.624 0.124  -0.240
Cl: 2.401 -1.617 0.104  -0.278
H: -0.147 -0.317 1.775  0.399
H: 0.611 -0.880 -1.964  0.530

Forces on the atoms, in the same order (eV/Å):
N 1.948 -0.823 2.028
P -1.404 -0.555 -1.438
O -0.112 -0.239 -0.202
Cl -0.685 -0.873 0.049
Cl 0.044 0.303 0.666
H -0.197 0.904 -2.150
H 0.406 1.283 1.047

=====

Entry 4:
The following is a DFT calculation (wB97M-V/def2-TZVPD) of 2 unconnected molecules or ions with the total composition Cl2H2NOP in a non-equilibrium geometry.

Results
**Calculated total energy**: -1392.8118 Ha
**Highest occupied orbital energy (alpha / beta)**: -9.754 / -9.724 eV
**HOMO-LUMO gap (alpha / beta)**: 7.522 / 7.571 eV
**Molar mass**: 133.9 g mol⁻¹
**Net charge**: 0
**Energy relative to the best compared isomer or geometry (same formula, charge and spin)**: 5.273 eV

Each line ends with the natural charge from an NBO analysis.
Atoms and positions in Å:
N: 0.140 1.063 -0.189  -1.179
O: -0.488 -2.045 -2.270  -0.126
P: -0.138 -0.532 0.187  1.042
Cl: 1.264 -0.995 1.565  -0.288
Cl: -1.793 -0.418 1.294  -0.266
H: 0.510 1.678 0.524  0.401
H: 0.505 1.249 -1.111  0.416

Forces on the atoms, in the same order (eV/Å):
N 0.192 0.060 0.289
O 0.072 0.270 0.409
P 0.141 -0.391 -2.075
Cl 0.417 -0.040 0.625
Cl -0.737 0.088 0.798
H -0.096 0.117 -0.067
H 0.011 -0.104 0.021

=====

Entry 5:
The following is a DFT calculation (wB97M-V/def2-TZVPD) of 2 unconnected molecules or ions with the total composition Cl2H2NP in a non-equilibrium geometry.

Results
**Calculated total energy**: -1317.6934 Ha
**Highest occupied orbital energy**: -9.859 eV
**HOMO-LUMO gap**: 9.371 eV
**SMILES**: [H]/N=P/Cl.Cl
**Molar mass**: 117.9 g mol⁻¹
**Net charge**: 0
**Energy relative to the best compared isomer or geometry (same formula, charge and spin)**: 1.413 eV

Each line ends with the natural charge from an NBO analysis.
Atoms and positions in Å:
H: 1.034 -2.320 -0.812  0.406
N: 1.418 -1.442 -0.653  -1.160
P: 1.093 -0.283 0.276  1.117
Cl: 2.872 0.831 0.403  -0.363
Cl: -2.579 1.381 0.400  -0.286
H: -3.838 1.833 0.386  0.285

Forces on the atoms, in the same order (eV/Å):
H -1.074 -1.373 -0.473
N 1.141 1.662 0.773
P 0.270 -0.195 -0.183
Cl -0.352 -0.086 -0.119
Cl -1.483 0.531 -0.007
H 1.498 -0.539 0.010

=====

Entry 6:
The following is a DFT calculation (wB97M-V/def2-TZVPD) of 2 unconnected molecules or ions with the total composition Cl2H2Si in a non-equilibrium geometry.

Results
**Calculated total energy**: -1210.9841 Ha
**Highest occupied orbital energy (alpha / beta)**: -8.956 / -8.093 eV
**HOMO-LUMO gap (alpha / beta)**: 6.373 / 4.871 eV
**Molar mass**: 101.0 g mol⁻¹
**Net charge**: 0
**Energy relative to the best compared isomer or geometry (same formula, charge and spin)**: 4.744 eV

Each line ends with the natural charge from an NBO analysis.
Atoms and positions in Å:
Si: 0.282 0.631 -0.535  1.189
Cl: 1.700 1.033 -1.854  -0.262
Cl: -0.038 3.515 1.831  -0.635
H: 0.452 0.264 0.768  -0.143
H: -1.052 0.978 -0.679  -0.149

Forces on the atoms, in the same order (eV/Å):
Si 0.437 1.924 -0.106
Cl -0.020 -0.179 -0.029
Cl 0.127 -0.992 -0.863
H 1.137 -1.136 2.093
H -1.682 0.383 -1.095

=====

Entry 7:
The following is a DFT calculation (wB97M-V/def2-TZVPD) of 2 unconnected molecules or ions with the total composition Cl2H3N2OP in a non-equilibrium geometry.

Results
**Calculated total energy**: -1448.3127 Ha
**Highest occupied orbital energy**: -9.610 eV
**HOMO-LUMO gap**: 9.454 eV
**SMILES**: [H]/N=N/[H].OP(Cl)Cl
**Molar mass**: 148.9 g mol⁻¹
**Net charge**: 0
**Energy relative to the best compared isomer or geometry (same formula, charge and spin)**: 1.000 eV

Each line ends with the natural charge from an NBO analysis.
Atoms and positions in Å:
H: -0.917 -2.461 -0.781  0.331
N: -0.674 -1.717 -0.101  -0.339
N: -0.700 -2.164 1.050  -0.247
H: -0.462 -1.415 1.726  0.319
O: 0.706 0.553 -0.757  -1.040
P: 0.156 2.072 -0.780  1.106
Cl: -0.134 2.370 1.233  -0.349
Cl: 1.957 2.938 -1.005  -0.291
H: 0.069 -0.176 -0.585  0.509

Forces on the atoms, in the same order (eV/Å):
H 0.052 0.071 0.472
N 0.033 -0.014 0.431
N -0.184 -0.188 -0.452
H 0.041 0.047 -0.447
O 0.210 0.551 -0.189
P -0.387 -0.996 -0.325
Cl -0.150 0.150 0.600
Cl 0.668 0.442 -0.130
H -0.282 -0.062 0.042

=====

Entry 8:
The following is a DFT calculation (wB97M-V/def2-TZVPD) of 2 unconnected molecules or ions with the total composition Cl2H3N2P in a non-equilibrium geometry.

Results
**Calculated total energy**: -1372.9422 Ha
**Highest occupied orbital energy (alpha / beta)**: -9.097 / -9.183 eV
**HOMO-LUMO gap (alpha / beta)**: 7.536 / 7.779 eV
**Molar mass**: 132.9 g mol⁻¹
**Net charge**: 0
**Energy relative to the best compared isomer or geometry (same formula, charge and spin)**: 4.613 eV

Each line ends with the natural charge from an NBO analysis.
Atoms and positions in Å:
N: -0.808 0.424 -1.410  -0.337
N: 0.694 -0.061 0.911  -1.165
P: 1.633 -0.159 -0.496  1.007
Cl: 2.734 -1.710 0.205  -0.289
Cl: 2.706 1.464 -0.313  -0.254
H: -0.502 1.001 -2.233  0.245
H: 0.505 0.910 1.085  0.388
H: -0.187 -0.540 0.891  0.405

Forces on the atoms, in the same order (eV/Å):
N 0.201 0.328 -0.725
N 0.511 0.895 0.426
P -2.215 -1.877 -0.474
Cl 0.954 -0.564 -0.125
Cl 1.210 1.523 0.448
H -0.172 -0.336 0.432
H -0.218 0.414 0.356
H -0.271 -0.384 -0.337

=====

Entry 9:
The following is a DFT calculation (wB97M-V/def2-TZVPD) of Cl2H4Si2 in the gas phase in a non-equilibrium geometry.

Results
**Calculated total energy**: -1501.8093 Ha
**Highest occupied orbital energy**: -10.306 eV
**HOMO-LUMO gap**: 10.643 eV
**SMILES**: [SiH3][SiH](Cl)Cl
**Molar mass**: 131.1 g mol⁻¹
**Net charge**: 0
**Energy relative to the best compared isomer or geometry (same formula, charge and spin)**: 0.170 eV

Each line ends with the natural charge from an NBO analysis.
Atoms and positions in Å:
Si: 1.274 -0.261 -0.201  0.400
Si: -1.074 0.246 0.444  0.911
Cl: -2.216 -1.414 1.004  -0.368
Cl: -1.950 1.101 -1.373  -0.412
H: 1.402 -1.534 -0.998  -0.098
H: 1.789 0.480 -1.304  -0.135
H: 2.047 0.176 0.999  -0.117
H: -1.272 1.208 1.431  -0.180

Forces on the atoms, in the same order (eV/Å):
Si -1.217 -0.222 0.231
Si 0.219 -1.224 -3.083
Cl 0.517 0.555 -0.231
Cl 0.594 -0.689 1.423
H -0.090 -0.235 1.182
H 0.031 1.349 -0.619
H 0.083 -0.705 -0.154
H -0.137 1.171 1.252

=====

Entry 10:
The following is a DFT calculation (wB97M-V/def2-TZVPD) of 2 unconnected molecules or ions with the total composition Cl2H4Si2 in a non-equilibrium geometry.

Results
**Calculated total energy**: -1501.7361 Ha
**Highest occupied orbital energy**: -8.916 eV
**HOMO-LUMO gap**: 7.773 eV
**Molar mass**: 131.1 g mol⁻¹
**Net charge**: 0
**Energy relative to the best compared isomer or geometry (same formula, charge and spin)**: 2.161 eV

Each line ends with the natural charge from an NBO analysis.
Atoms and positions in Å:
Si: -1.659 -2.456 -1.146  0.565
Si: 1.228 1.133 1.102  1.094
Cl: -0.475 1.491 0.047  -0.368
Cl: 1.599 2.842 2.122  -0.356
H: 2.258 1.264 0.201  -0.213
H: -2.137 -1.079 -1.406  -0.286
H: -2.074 -2.970 -2.560  -0.279
H: 1.259 -0.224 1.641  -0.156

Forces on the atoms, in the same order (eV/Å):
Si 0.103 -0.761 -0.356
Si -0.753 0.269 -0.137
Cl -0.450 -0.266 0.017
Cl -0.129 0.131 1.051
H 1.623 -0.259 -1.594
H -0.239 0.490 -0.200
H 0.133 0.287 0.554
H -0.288 0.109 0.664